Density functional theory data (ωB97M-V/def2-TZVPD) for a molecular structure, C45H26MgN11O2.

Cartesian coordinates (Å):
Mg: 0.379 0.173 0.333
C: -3.147 -1.079 5.955
C: -1.877 -1.115 6.528
C: -0.733 -1.114 5.739
C: -0.899 -1.053 4.368
C: 0.046 -1.012 3.239
N: 1.304 -1.271 3.377
C: 2.208 -1.153 2.374
C: 3.485 -1.831 2.403
C: 3.971 -2.914 3.128
C: 5.244 -3.370 2.842
C: 6.020 -2.763 1.844
C: 5.542 -1.690 1.115
C: 4.265 -1.219 1.405
C: 3.426 -0.209 0.800
N: 3.879 0.662 -0.092
C: 3.067 1.334 -0.889
N: 1.735 1.025 -1.010
C: 1.302 1.440 -2.180
N: 0.044 1.038 -2.669
C: -1.706 0.296 -1.605
N: -1.631 0.047 -0.207
C: -2.728 -0.505 0.222
N: -2.979 -0.828 1.503
C: -1.955 -0.849 2.339
N: -0.638 -0.808 2.061
C: -2.168 -0.980 3.796
C: -3.307 -1.013 4.576
C: -3.710 -0.608 -0.877
C: -4.994 -1.114 -0.917
C: -5.690 -1.015 -2.116
C: -5.102 -0.431 -3.233
C: -3.796 0.051 -3.196
C: -3.101 -0.051 -2.008
C: 2.303 2.237 -2.844
C: 2.302 3.041 -3.980
C: 3.429 3.795 -4.253
C: 4.556 3.739 -3.422
C: 4.578 2.926 -2.302
C: 3.443 2.182 -2.002
N: 2.172 -0.246 1.375
H: -4.019 -1.100 6.597
H: -1.786 -1.144 7.607
H: 0.259 -1.156 6.170
H: 3.354 -3.392 3.880
H: 5.648 -4.216 3.386
H: 7.008 -3.157 1.637
H: 6.129 -1.240 0.325
H: -4.289 -0.985 4.121
H: -5.425 -1.565 -0.032
H: -6.702 -1.395 -2.187
H: -5.669 -0.358 -4.153
H: -3.340 0.486 -4.076
H: 1.432 3.090 -4.623
H: 3.436 4.457 -5.110
H: 5.413 4.358 -3.660
H: 5.445 2.885 -1.654
O: -0.784 -3.220 -2.113
C: -0.902 -2.629 -3.315
C: -1.229 -3.419 -4.416
C: -1.366 -2.857 -5.673
C: -1.173 -1.494 -5.851
C: -0.835 -0.706 -4.760
C: -0.704 -1.247 -3.489
C: -0.390 -0.405 -2.265
O: 0.341 -1.025 -1.339
N: -1.109 1.628 -1.952
N: -0.740 2.328 -0.866
C: -1.615 2.619 0.018
C: -1.122 2.814 1.381
C: -1.836 3.522 2.347
C: -1.357 3.556 3.643
C: -0.174 2.895 3.940
C: 0.473 2.208 2.924
N: 0.007 2.144 1.682
H: -0.293 -2.560 -1.552
H: -1.361 -4.483 -4.260
H: -1.602 -3.489 -6.521
H: -1.282 -1.049 -6.832
H: -0.666 0.357 -4.878
H: -2.691 2.531 -0.139
H: -2.751 4.026 2.066
H: -1.897 4.091 4.413
H: 0.229 2.893 4.944
H: 1.389 1.658 3.115

Calculated values
- Net charge: -1
- E_HOMO (alpha / beta): -3.68 / -3.52 eV
- Strongest force on any atom: 0.85 eV Å⁻¹
- Gap between HOMO and LUMO (alpha / beta): 5.00 / 4.88 eV

Population analysis type Löwdin, resulting atomic charges in e:
1 Mg 0.607
2 C -0.092
3 C -0.092
4 C -0.018
5 C -0.102
6 C -0.301
7 N 0.198
8 C -0.276
9 C -0.113
10 C -0.031
11 C -0.108
12 C -0.104
13 C -0.026
14 C -0.108
15 C -0.283
16 N 0.203
17 C -0.265
18 N 0.117
19 C -0.226
20 N 0.089
21 C -0.260
22 N 0.086
23 C -0.263
24 N 0.185
25 C -0.272
26 N 0.125
27 C -0.098
28 C -0.018
29 C -0.080
30 C -0.016
31 C -0.090
32 C -0.079
33 C -0.004
34 C -0.065
35 C -0.093
36 C -0.030
37 C -0.111
38 C -0.108
39 C -0.032
40 C -0.099
41 N 0.113
42 H 0.094
43 H 0.095
44 H 0.110
45 H 0.105
46 H 0.089
47 H 0.091
48 H 0.107
49 H 0.109
50 H 0.110
51 H 0.095
52 H 0.098
53 H 0.111
54 H 0.106
55 H 0.089
56 H 0.090
57 H 0.106
58 O 0.054
59 C -0.269
60 C -0.024
61 C -0.109
62 C -0.113
63 C -0.051
64 C -0.065
65 C -0.391
66 O -0.152
67 N 0.030
68 N 0.063
69 C -0.094
70 C -0.240
71 C -0.018
72 C -0.066
73 C -0.052
74 C -0.116
75 N 0.107
76 H 0.080
77 H 0.109
78 H 0.092
79 H 0.088
80 H 0.104
81 H 0.136
82 H 0.111
83 H 0.104
84 H 0.103
85 H 0.111

---

Density functional theory data (ωB97M-V/def2-TZVPD) for a molecular structure, C45H28CrN5O.

Cartesian coordinates (Å):
Cr: 0.102 -0.183 -0.048
C: 3.244 1.282 6.808
C: 2.508 0.109 6.736
C: 2.054 -0.372 5.519
C: 2.341 0.277 4.307
C: 3.010 1.509 4.423
C: 3.470 1.990 5.640
C: 1.850 -0.170 2.967
C: 2.393 0.463 1.823
C: 3.761 0.898 1.695
C: 3.915 1.389 0.443
C: 2.622 1.356 -0.179
C: 2.270 2.010 -1.352
C: 3.311 2.800 -2.075
C: 3.644 2.482 -3.393
C: 4.608 3.211 -4.076
C: 5.250 4.273 -3.453
C: 4.927 4.599 -2.143
C: 3.967 3.866 -1.458
C: 0.954 2.045 -1.850
N: -0.064 1.234 -1.432
C: -1.183 1.595 -2.145
C: -2.404 0.920 -2.124
C: -3.499 1.397 -3.018
C: -4.641 1.979 -2.473
C: -5.666 2.426 -3.297
C: -5.561 2.291 -4.675
C: -4.428 1.704 -5.225
C: -3.404 1.258 -4.401
C: -2.632 -0.223 -1.365
C: -3.765 -1.096 -1.499
C: -3.531 -2.170 -0.704
C: -2.275 -1.939 -0.046
N: -1.753 -0.747 -0.458
C: -1.725 -2.768 0.939
C: -0.671 -2.397 1.765
C: -0.242 -3.130 2.917
C: 0.662 -2.360 3.562
C: 0.860 -1.163 2.775
N: 0.059 -1.236 1.668
C: -2.367 -4.103 1.148
C: -2.182 -5.084 0.171
C: -2.756 -6.340 0.319
C: -3.523 -6.628 1.442
C: -3.715 -5.655 2.413
C: -3.139 -4.399 2.267
C: -0.865 2.707 -2.992
C: 0.456 2.968 -2.830
N: 1.731 0.710 0.656
H: 3.597 1.657 7.761
H: 2.263 -0.433 7.641
H: 1.433 -1.243 5.540
H: 3.135 2.136 3.554
H: 3.983 2.944 5.669
H: 4.528 0.752 2.441
H: 4.826 1.751 -0.015
H: 3.154 1.641 -3.871
H: 4.863 2.943 -5.095
H: 6.001 4.845 -3.987
H: 5.420 5.431 -1.652
H: 3.705 4.131 -0.440
H: -4.722 2.078 -1.395
H: -6.549 2.879 -2.860
H: -6.360 2.639 -5.318
H: -4.347 1.584 -6.299
H: -2.522 0.790 -4.827
H: -4.615 -0.913 -2.141
H: -4.156 -3.038 -0.556
H: -0.583 -4.115 3.197
H: 1.224 -2.661 4.424
H: -1.578 -4.855 -0.701
H: -2.600 -7.095 -0.444
H: -3.970 -7.608 1.557
H: -4.320 -5.871 3.286
H: -3.301 -3.635 3.020
H: -1.568 3.218 -3.634
H: 1.036 3.743 -3.305
O: 1.774 -3.312 -2.422
C: 1.348 -2.426 -1.744
N: 0.918 -1.540 -1.079

Calculated values
- 2S+1: 4
- Net charge: 0
- E_HOMO (alpha / beta): -7.04 / -7.07 eV
- Strongest force on any atom: 0.87 eV Å⁻¹
- ⟨S²⟩: 3.78
- Gap between HOMO and LUMO (alpha / beta): 5.59 / 5.49 eV

Population analysis type natural (NBO), resulting atomic charges in e:
1 Cr 1.337
2 C -0.209
3 C -0.209
4 C -0.209
5 C 0.022
6 C -0.226
7 C -0.200
8 C 0.000
9 C 0.175
10 C -0.247
11 C -0.213
12 C 0.134
13 C 0.041
14 C -0.078
15 C -0.200
16 C -0.207
17 C -0.213
18 C -0.217
19 C -0.157
20 C 0.153
21 N -0.545
22 C 0.120
23 C 0.059
24 C -0.072
25 C -0.205
26 C -0.207
27 C -0.211
28 C -0.224
29 C -0.156
30 C 0.115
31 C -0.222
32 C -0.224
33 C 0.151
34 N -0.538
35 C 0.050
36 C 0.132
37 C -0.202
38 C -0.247
39 C 0.167
40 N -0.554
41 C -0.074
42 C -0.202
43 C -0.204
44 C -0.212
45 C -0.226
46 C -0.164
47 C -0.226
48 C -0.229
49 N -0.563
50 H 0.215
51 H 0.214
52 H 0.209
53 H 0.223
54 H 0.214
55 H 0.238
56 H 0.239
57 H 0.226
58 H 0.218
59 H 0.216
60 H 0.214
61 H 0.212
62 H 0.221
63 H 0.216
64 H 0.216
65 H 0.217
66 H 0.217
67 H 0.236
68 H 0.235
69 H 0.237
70 H 0.223
71 H 0.230
72 H 0.218
73 H 0.216
74 H 0.215
75 H 0.213
76 H 0.236
77 H 0.234
78 O -0.605
79 C 0.811
80 N -0.787

---

Question: Which value of strongest force on any atom does entry 2 give?
Answer: 0.87 eV Å⁻¹